(1)
{
  "formula": "C29H48BN3O4P2PtSSe",
  "method": "ωB97M-V/def2-TZVPD",
  "e_lumo_ev": [-1.34, -1.34],
  "homo_lumo_gap_ev": [6.114, 6.113],
  "total_energy_ha": -5225.652033,
  "homo_energy_ev": [-7.5, -7.4],
  "elements": ["H", "H", "H", "H", "H", "H", "H", "H", "H", "N", "C", "H", "C", "H", "H", "C", "O", "H", "C", "C", "C", "C", "P", "C", "H", "C", "H", "H", "C", "C", "H", "H", "C", "S", "C", "C", "C", "C", "H", "H", "O", "C", "O", "H", "B", "H", "H", "H", "H", "H", "H", "C", "H", "N", "C", "H", "C", "C", "H", "H", "H", "H", "H", "C", "H", "C", "H", "C", "P", "C", "H", "H", "C", "H", "H", "H", "H", "N", "H", "H", "C", "Se", "H", "H", "O", "H", "H", "Pt", "C", "C"],
  "xyz": [[3.044, 1.025, 0.356], [0.599, 6.645, -0.221], [2.214, -0.241, 1.482], [1.198, 6.091, -2.541], [4.028, -1.390, -0.277], [-3.379, 1.097, 2.072], [2.007, 0.351, 5.053], [-4.613, 1.293, -0.078], [3.732, -3.062, -2.398], [-0.259, 2.135, 0.540], [3.905, 0.817, -2.950], [-1.412, -1.965, 4.382], [0.888, 5.303, -1.866], [3.104, 0.043, 2.992], [-3.102, -0.456, 1.277], [0.824, 3.990, -2.332], [-2.982, -2.841, 0.587], [1.073, 3.754, -3.361], [0.430, -2.732, -3.083], [0.784, 0.783, -2.716], [2.384, -1.837, -4.352], [4.415, -0.794, -1.108], [-0.522, 0.048, 2.196], [-4.214, -0.576, -1.064], [3.443, 1.785, -3.150], [-6.143, -1.984, -1.175], [-1.602, 0.342, 5.234], [4.288, 1.832, -0.586], [0.082, 3.319, -0.117], [3.382, 0.206, -1.640], [-4.161, -0.367, 2.672], [-2.029, 1.706, 4.188], [-2.231, 0.655, 4.403], [-1.865, -2.791, -0.309], [-3.240, 0.025, 2.234], [-4.809, -1.759, -1.484], [-6.344, 0.027, -0.144], [-0.573, 1.909, 1.932], [0.499, -3.536, -3.825], [1.430, 1.354, -3.379], [-0.570, -3.147, 0.311], [0.549, 5.616, -0.556], [-0.500, -1.759, -3.509], [4.769, -1.469, -1.884], [-0.117, 1.063, -0.386], [0.146, -3.184, -2.128], [-3.268, 0.588, 4.745], [0.847, 1.557, 4.509], [0.135, 2.410, 2.595], [0.522, -2.155, 4.253], [-4.245, -2.500, -2.026], [-2.182, -1.719, 3.654], [-3.148, -1.848, 4.151], [0.289, 1.620, -1.634], [0.137, 4.624, 0.334], [3.771, 0.185, -3.823], [1.188, -1.754, 3.492], [1.827, -2.109, -2.952], [1.043, -2.322, 2.568], [2.213, -1.925, 3.836], [1.866, -1.015, -4.852], [-0.134, 4.869, 1.356], [-1.386, -2.077, -3.322], [0.423, 2.998, -1.457], [-6.618, -2.911, -1.481], [2.665, -3.196, -2.258], [2.121, 1.338, 2.292], [0.992, -0.249, 3.269], [1.667, -0.602, -1.816], [2.176, 0.256, 2.450], [-2.140, -2.426, 2.827], [0.295, 0.083, 5.321], [3.299, 1.364, -0.638], [2.449, -3.258, -1.188], [5.283, -0.238, -0.742], [2.249, -2.733, -4.966], [2.405, -4.165, -2.697], [-6.912, -1.120, -0.513], [-0.024, 0.351, -3.297], [-6.982, 0.735, 0.376], [-2.083, -0.264, 3.182], [-2.424, -0.078, -1.542], [-1.571, 2.274, 2.178], [2.591, 2.134, -0.942], [-2.040, -3.379, -1.609], [4.978, 0.997, -2.832], [3.452, -1.621, -4.330], [-0.274, -0.868, 0.023], [1.014, 0.483, 4.611], [-5.017, 0.341, -0.394]]
}

---

(2)
{
  "formula": "C6H13N3O",
  "method": "ωB97M-V/def2-TZVPD",
  "e_lumo_ev": 0.59,
  "smiles": "CN[C@@H](C)[C@@]1(C#N)CN1.O",
  "homo_lumo_gap_ev": 10.087,
  "total_energy_ha": -475.865243,
  "de_lowest_ev": 2.763,
  "homo_energy_ev": -9.5,
  "elements": ["C", "H", "H", "H", "C", "H", "C", "H", "H", "C", "H", "H", "H", "C", "O", "H", "C", "H", "H", "N", "H", "N", "N"],
  "xyz": [[-1.417, -1.572, 0.587], [-1.310, -2.123, -0.360], [-1.115, -2.225, 1.415], [2.627, -1.642, 0.999], [-0.640, -0.253, 0.580], [1.008, -2.524, 1.046], [1.593, -1.690, 0.657], [-2.433, 1.751, 0.868], [-3.252, 0.534, -0.145], [-2.432, 1.275, -0.124], [-2.486, -1.360, 0.718], [0.619, -1.802, -1.163], [-0.751, 0.207, 1.575], [1.622, 0.826, 0.497], [3.262, 2.537, -1.880], [2.522, 1.956, -2.161], [0.866, -0.424, 0.356], [-2.660, 2.049, -0.869], [3.038, 2.915, -0.986], [-1.117, 0.722, -0.392], [-1.085, 0.327, -1.328], [2.170, 1.796, 0.830], [1.371, -1.281, -0.719]]
}

---

(3)
{
  "formula": "C6H12N2",
  "method": "ωB97M-V/def2-TZVPD",
  "e_lumo_ev": 1.05,
  "smiles": "CN1C[C@@H](N)[C@H]2C[C@@H]21",
  "homo_lumo_gap_ev": 9.305,
  "total_energy_ha": -345.118630,
  "de_lowest_ev": 5.694,
  "homo_energy_ev": -8.3,
  "elements": ["C", "N", "H", "C", "H", "C", "H", "H", "C", "H", "H", "H", "N", "C", "H", "C", "H", "H", "H", "H"],
  "xyz": [[0.067, -1.098, -0.660], [1.168, 0.036, -0.341], [0.462, 2.742, -0.674], [-0.831, 1.105, -0.631], [-2.166, -1.828, 0.593], [-0.190, 2.236, 0.097], [3.220, -0.037, 0.196], [2.296, -1.554, -0.207], [0.332, 0.928, 0.417], [-1.755, -0.704, 1.513], [0.314, -1.597, -1.620], [1.760, -0.691, 1.481], [-2.204, -0.771, 0.643], [-1.318, -0.301, -0.495], [-0.093, 0.660, 1.453], [2.161, -0.597, 0.372], [0.076, -1.915, -0.021], [-0.505, 1.243, -1.650], [-1.990, -0.632, -1.282], [-0.802, 2.776, 0.817]]
}